Record 1
Here is C3H10NOP in the gas phase from the OMol25 dataset. Energies are from wB97M-V/def2-TZVPD.

Structure (XYZ):
```
16
Properties=species:S:1:pos:R:3:lowdin_spin:R:1
C -1.22 -1.22 0.97 0.01
C -0.90 0.27 -1.06 0.07
C -0.57 0.12 0.45 0.11
N 0.85 -0.04 0.52 0.76
O 3.24 0.10 0.39 0.06
P 1.95 1.01 0.40 0.57
H -1.39 -1.81 0.10 0.00
H -0.71 -1.80 1.83 0.00
H -2.18 -0.97 1.30 0.00
H -0.84 1.35 -1.39 0.01
H -2.05 0.25 -1.13 0.01
H -0.40 -0.52 -1.63 0.00
H -0.94 0.93 1.13 0.04
H 3.14 -0.67 0.95 0.01
H 2.15 1.79 -0.84 0.15
H 2.27 2.12 1.35 0.19
```

The energy relative to the best compared isomer or geometry (same formula, charge and spin) is 278.7 kJ/mol. The total charge is 0. As for the expectation value of S²: 2.007. As for the total energy: -591.43201 a.u. Its maximum force is 0.1799 hartree/bohr. The HOMO energy (spin up / spin down) is -4.0 / -10.4 eV. The spin multiplicity is 3. The value obtained for the LUMO energy (spin up / spin down) is 0.944 / -2.501 eV.

Record 2
Here is 2 unconnected molecules or ions with the total composition C3H10NOS from the OMol25 dataset. Energies are from wB97M-V/def2-TZVPD.

Structure (XYZ):
```
16
Properties=species:S:1:pos:R:3:lowdin_charge:R:1
C 0.43 2.27 0.28 -0.17
N 0.26 0.83 0.50 -0.16
C -1.15 0.36 0.35 -0.32
C -0.98 -1.09 -0.17 -0.73
S -0.25 -1.41 -1.82 0.19
H 1.39 2.61 0.67 0.04
H -0.45 2.88 0.59 0.07
H 0.60 2.54 -0.83 0.08
H 0.77 0.26 -0.11 -0.01
H -1.56 0.49 1.35 0.09
H -1.72 0.94 -0.42 0.10
H -2.05 -1.39 -0.19 0.03
H -0.30 -1.61 0.53 0.02
H 1.48 -2.87 -0.93 -0.06
H 1.73 -1.92 0.20 0.00
O 1.80 -2.89 0.00 -0.18
```

The energy relative to the best compared isomer or geometry (same formula, charge and spin) is 111.6 kJ/mol. The total charge is -1. As for the total energy: -648.48904 a.u. Its maximum force is 0.0698 hartree/bohr. The HOMO energy is -2.9 eV. The value obtained for the LUMO energy is 3.949 eV.

Record 3
Here is 2 unconnected molecules or ions with the total composition C3H10NOS from the OMol25 dataset. Energies are from wB97M-V/def2-TZVPD.

Structure (XYZ):
```
16
Properties=species:S:1:pos:R:3:lowdin_charge:R:1
C 1.32 -1.00 -1.53 -0.50
S -0.06 -1.89 -2.21 0.68
C -1.41 -0.76 -1.75 -0.43
H 2.24 -1.54 -1.73 0.01
H 1.41 0.05 -1.77 0.03
H 1.31 -0.97 -0.44 0.01
H -1.90 -0.37 -2.64 0.01
H -0.99 0.00 -1.07 0.00
H -2.13 -1.28 -1.16 0.01
N -0.45 0.98 2.86 -0.06
C 0.32 1.43 1.62 -0.59
O 0.04 0.72 0.53 -0.33
H 0.11 0.36 3.44 0.00
H -1.15 0.38 2.42 0.02
H 1.39 1.42 1.94 0.07
H -0.05 2.47 1.49 0.06
```

The energy relative to the best compared isomer or geometry (same formula, charge and spin) is 173.6 kJ/mol. The total charge is -1. As for the total energy: -648.46544 a.u. Its maximum force is 0.0299 hartree/bohr. The HOMO energy is -2.9 eV. The value obtained for the LUMO energy is 3.465 eV.

Record 4
Here is 2 unconnected molecules or ions with the total composition C3H10NOS from the OMol25 dataset. Energies are from wB97M-V/def2-TZVPD.

Structure (XYZ):
```
16
Properties=species:S:1:pos:R:3:lowdin_charge:R:1
C 2.03 1.74 -0.91 -0.24
C 1.75 1.00 0.38 -0.77
S 1.23 -0.76 0.16 0.19
H 1.06 1.79 -1.43 0.05
H 2.65 1.24 -1.64 0.04
H 2.43 2.75 -0.74 0.05
H 2.63 0.97 1.03 0.02
H 0.92 1.45 0.92 0.02
H -0.82 -0.13 1.19 -0.03
N -1.98 -0.72 -1.08 0.00
C -2.50 -0.74 0.26 -0.42
O -1.79 0.05 1.17 -0.14
H -1.77 0.25 -1.22 0.05
H -1.12 -1.23 -1.18 -0.01
H -3.48 -0.27 0.32 0.09
H -2.63 -1.77 0.60 0.10
```

The energy relative to the best compared isomer or geometry (same formula, charge and spin) is 50.5 kJ/mol. The total charge is -1. As for the total energy: -648.51231 a.u. Its maximum force is 0.0250 hartree/bohr. The HOMO energy is -2.8 eV. The value obtained for the LUMO energy is 4.130 eV.

total charge of number 2 (C3H10NOS)?
-1